Record 1
A molecular structure, C22H28Br2N2OPdSi2, computed with wB97M-V/def2-TZVPD.

## Properties
calculated total energy	-187618.10447	eV
LUMO level	-0.4	eV
gap between HOMO and LUMO	7.01	eV

```
58
Properties=species:S:1:pos:R:3:lowdin_charge:R:1
Pd -0.45 -0.21 -0.23 0.9445
C -3.97 -1.75 2.09 -0.1817
Si -2.80 -0.65 1.07 0.4749
C -2.33 0.86 2.14 -0.1751
C -3.90 0.21 -0.23 -0.1892
C -1.23 -1.76 0.87 -0.3943
C -0.39 -1.35 2.03 -0.4756
C -0.29 -1.84 3.32 -0.0207
C 0.60 -1.22 4.18 -0.0428
C 1.36 -0.14 3.74 -0.0487
C 1.20 0.30 2.44 -0.0801
N 0.35 -0.30 1.62 -0.0335
Si -0.25 -3.18 0.04 0.4978
C -0.04 -3.48 -1.84 -0.1878
C -0.89 -4.79 0.81 -0.1780
C 1.58 -2.87 0.50 -0.1739
H -4.96 -1.29 2.20 0.0261
H -3.57 -1.93 3.09 0.0219
H -4.11 -2.73 1.61 0.0224
H -3.22 1.44 2.39 0.0342
H -1.66 1.53 1.59 0.0255
H -1.84 0.59 3.08 0.0285
H -4.40 1.03 0.29 0.0362
H -4.68 -0.43 -0.64 0.0324
H -3.34 0.65 -1.06 0.0210
H -0.90 -2.68 3.63 0.1219
H 0.71 -1.58 5.20 0.1116
H 2.06 0.35 4.39 0.1057
H 1.77 1.14 2.04 0.1296
H -0.81 -4.11 -2.28 0.0319
H 0.91 -4.00 -1.96 0.0354
H 0.02 -2.55 -2.40 0.0202
H -1.98 -4.85 0.73 0.0241
H -0.64 -4.83 1.88 0.0222
H -0.46 -5.67 0.33 0.0268
H 1.89 -1.92 0.07 0.0271
H 2.23 -3.65 0.09 0.0329
H 1.75 -2.83 1.58 0.0278
C -2.85 -2.06 -2.06 -0.0328
C -2.13 -0.97 -2.80 -0.2999
C -2.46 -0.76 -4.14 -0.0045
C -1.83 0.20 -4.89 -0.0089
C -0.84 0.99 -4.28 -0.1950
C -0.12 2.00 -4.95 -0.6304
Br -0.48 2.39 -6.77 0.7617
C 0.86 2.72 -4.32 -0.1750
C 1.14 2.48 -2.98 -0.6124
Br 2.47 3.46 -2.08 0.7797
C 0.42 1.53 -2.22 -0.4291
O 0.64 1.39 -0.96 -0.2159
C -0.56 0.74 -2.91 -0.1178
N -1.19 -0.24 -2.19 0.0445
H -3.58 -2.52 -2.72 0.0958
H -3.37 -1.68 -1.18 0.0192
H -2.17 -2.82 -1.71 0.0261
H -3.23 -1.37 -4.59 0.1156
H -2.09 0.35 -5.93 0.0810
H 1.41 3.48 -4.86 0.0969
```

Record 2
A single C3F2O molecule, computed with wB97M-V/def2-TZVPD.

## Properties
calculated total energy	-10588.47314	eV
LUMO level (spin up / spin down)	-0.9 / -0.9	eV
gap between HOMO and LUMO (spin up / spin down)	8.70 / 8.70	eV
energy relative to the best compared isomer or geometry (same formula, charge and spin)	36.3	kcal per mole

```
6
Properties=species:S:1:pos:R:3:lowdin_charge:R:1
C 0.03 -0.02 -0.01 -0.2142
C 1.01 0.59 -0.97 -0.0180
C -1.06 -0.82 -0.03 -0.0481
O -1.86 -1.63 0.06 0.2673
F 0.01 0.57 1.29 -0.0326
F 1.86 1.31 -0.33 0.0456
```

Record 3
12 unconnected molecules or ions with the total composition BF4H22O11, computed with wB97M-V/def2-TZVPD.

## Properties
calculated total energy	-34434.42786	eV
LUMO level	2.4	eV
gap between HOMO and LUMO	10.60	eV
energy relative to the best compared isomer or geometry (same formula, charge and spin)	55.0	kcal per mole
net charge	-1

```
38
Properties=species:S:1:pos:R:3:lowdin_charge:R:1
B -9.00 10.25 1.05 -1.4862
F -9.55 11.06 0.04 0.0694
F -7.81 10.63 1.49 0.1665
F -9.95 10.30 2.08 0.0927
F -8.89 9.04 0.55 0.1833
O -4.20 10.16 -0.82 -0.0515
H -3.39 10.59 -0.56 0.0228
H -4.88 10.55 -0.27 0.0281
O -4.12 7.39 3.14 -0.0537
H -4.68 8.16 3.10 0.0281
H -4.48 6.87 3.86 0.0281
O -9.62 7.80 6.23 -0.0570
H -10.06 8.23 5.50 0.0337
H -10.22 7.10 6.49 0.0226
O -6.04 6.54 -0.38 -0.0524
H -6.48 6.86 -1.16 0.0217
H -6.16 7.23 0.27 0.0274
O -6.77 12.69 5.48 -0.0542
H -5.82 12.67 5.54 0.0221
H -6.98 12.06 4.80 0.0309
O -13.21 12.96 2.81 -0.0565
H -12.57 12.44 2.32 0.0304
H -13.82 13.27 2.15 0.0212
O -8.56 7.30 -3.33 -0.0459
H -9.51 7.19 -3.26 0.0333
H -8.45 7.97 -4.01 0.0232
O -8.13 12.41 -3.97 -0.0543
H -7.74 11.69 -4.46 0.0206
H -8.63 11.99 -3.27 0.0310
O -9.76 14.74 1.08 -0.0502
H -9.51 13.83 0.97 0.0268
H -8.94 15.19 1.31 0.0259
O -12.97 14.96 -1.24 -0.0554
H -13.34 15.81 -1.01 0.0235
H -12.09 14.98 -0.87 0.0214
O -9.09 4.46 0.60 -0.0560
H -8.40 5.13 0.53 0.0159
H -8.84 3.80 -0.05 0.0227
```